Entry 1:
A 3-piece molecular cluster, C5H15O3 overall at a distorted geometry, computed with the ωB97M-V functional and the def2-TZVPD basis.

```
23
Properties=species:S:1:pos:R:3:forces:R:3
C 1.5296 -0.2255 0.1790 -1.9 2.2 0.1
O 1.2436 1.0186 0.7463 0.4 -0.4 0.5
C 0.1931 -0.7442 -0.4585 1.4 -2.4 2.2
C -0.3999 -0.1403 -1.6916 -1.7 1.0 0.8
C -1.5806 0.8328 -1.3110 0.1 -0.4 -1.1
C -0.8427 -1.2035 -2.6973 1.4 -0.6 -1.8
H 2.3179 0.0021 -0.5684 0.2 -1.2 0.0
H 1.7681 -0.9247 1.0195 0.5 -0.3 -0.9
H -0.4635 -0.7665 0.4365 -0.2 0.7 -0.6
H 0.3189 -1.8495 -0.5213 0.1 0.2 -0.9
H 0.3435 0.4934 -2.1831 0.1 -0.1 -0.1
H -2.1399 1.0757 -2.2287 0.3 0.4 0.0
H -2.3456 0.3255 -0.7403 0.0 -0.3 0.6
H -1.2817 1.7555 -0.7952 0.2 -0.5 -0.1
H -1.3966 -2.1319 -2.4995 0.2 0.4 1.2
H 0.1263 -1.5564 -3.1675 -1.0 0.1 0.3
H -1.4223 -0.8079 -3.5311 0.0 0.6 -0.1
H -0.3893 0.4961 3.5202 0.3 -0.6 0.7
H -1.0316 1.7318 3.6235 -0.4 0.4 0.5
O -0.9952 0.9244 4.1536 0.2 0.2 -1.2
H 1.7275 0.6798 2.1513 0.1 0.9 -0.3
H 2.8185 0.4009 3.3960 -0.5 0.1 -0.5
O 1.9019 0.6138 3.1675 0.2 -0.4 0.7
```
Positions in Å, forces in eV/Å.

Properties
Total charge ... -1

Results of the Mulliken charge analysis, in e, for atoms 1 through 8: -0.552, -0.892, -0.816, 1.128, -1.586, -1.563, 0.206, 0.326

Entry 2:
C12H14F3InN7O2S as an isolated structure at a distorted geometry, computed with the ωB97M-V functional and the def2-TZVPD basis.

```
40
Properties=species:S:1:pos:R:3:forces:R:3
In 0.4799 -1.4626 0.4510 0.8 0.6 -0.7
N -0.1166 -4.2201 0.9833 -0.6 0.2 -0.2
N 1.0399 -4.8499 1.4709 0.0 -0.3 0.1
C 2.2174 -4.2067 1.5062 0.3 0.1 0.2
N 3.3081 -4.7820 1.9519 0.2 0.1 0.0
N 2.1455 -2.9289 1.0657 -2.6 0.3 -0.4
N 3.1329 -2.0522 1.0281 1.2 -0.4 0.3
O 2.7520 -0.9194 0.6834 -0.8 0.8 -0.3
O 4.2511 -2.3408 1.2867 1.0 0.1 0.1
H -0.8915 -4.3607 1.6417 0.4 0.0 -0.1
H -0.3962 -4.6410 0.0873 0.2 0.1 0.3
H 0.9800 -5.8002 1.8367 -0.1 0.3 -0.2
H 3.3234 -5.7345 2.2962 -0.1 0.0 -0.1
H 4.1943 -4.2766 1.9703 -0.4 -0.1 -0.1
S 0.0269 -1.4934 -2.0398 0.3 -0.4 1.0
C -0.9068 -0.0706 -2.4674 -0.6 0.3 0.6
N -0.4974 0.5996 -3.5688 0.2 -0.3 0.0
C -1.1816 1.6194 -4.1019 -0.5 0.5 -0.1
C -2.3454 2.0616 -3.5069 0.1 -0.2 0.2
C -2.7898 1.4215 -2.3507 0.2 0.1 -0.2
C -2.0699 0.3539 -1.8279 0.3 -0.1 -0.3
H 0.3498 0.2893 -4.0450 -0.1 0.0 0.1
H -0.7868 2.0807 -4.9981 0.1 -0.1 0.0
H -2.8952 2.8872 -3.9367 0.0 0.0 0.0
H -3.7064 1.7444 -1.8740 0.0 0.0 0.0
H -2.4333 -0.1814 -0.9586 0.1 0.0 -0.1
F 0.0234 5.7105 1.1897 0.3 0.0 0.2
C -0.9878 4.8715 1.1079 -0.2 -0.2 -0.4
F -1.4540 4.9099 -0.1630 0.0 0.0 0.0
F -1.9661 5.2511 1.9058 0.0 0.0 0.3
C -0.5715 3.4192 1.3404 0.0 0.0 -0.1
C 0.6349 2.9672 0.8162 -0.1 -0.2 0.1
C 0.8573 1.5997 0.7849 0.6 0.8 -0.3
N -0.0485 0.7390 1.2397 0.5 -2.3 -0.3
C -1.1612 1.1598 1.8320 -0.8 0.5 0.3
C -1.4579 2.5138 1.9124 0.2 -0.1 0.0
H 1.3755 3.6572 0.4334 0.0 0.0 0.0
H 1.7786 1.1875 0.3835 -0.1 0.2 0.0
H -1.8470 0.4207 2.2315 0.1 0.0 0.0
H -2.3601 2.8561 2.4019 -0.1 -0.1 -0.1
```
Positions in Å, forces in eV/Å.

Properties
Total charge ... +3

Results of the Mulliken charge analysis, in e, for atoms 1 through 8: 1.341, -0.563, -0.137, 0.719, -0.290, -0.475, 1.340, -0.734

Number 1: energy -11570.464 eV, HOMO energy -3.239 eV. Number 2: energy -51328.930 eV, HOMO energy -18.766 eV.